The following is a DFT calculation (ωB97M-V/def2-TZVPD) of a structure of composition C25H45ClF5OPPdTe in a non-equilibrium geometry.

Structure (ORCA input):
```
! wB97M-V def2-TZVPD RIJCOSX def2/J DEFGRID3
* xyz 0 5
Pd -0.9061 0.1762 2.0452
Cl -3.2773 -0.6408 1.5826
P -0.4681 0.3210 -0.2794
C -0.6104 2.0849 2.3452
H 0.3959 1.9750 2.8409
H -1.1520 2.0886 3.3498
C 1.0105 -0.5743 -1.0852
C -0.2710 2.1018 -0.8366
C 2.3267 0.0720 -0.7106
H 0.9544 -1.5625 -0.5861
C 3.5324 -0.7980 -1.1018
H 2.4373 1.0634 -1.1789
H 2.3668 0.2601 0.4375
C 3.5314 -1.1754 -2.5679
H 4.4495 -0.2589 -0.8405
H 3.5248 -1.7033 -0.4801
C 2.1653 -1.7261 -3.0257
H 3.7801 -0.2900 -3.1718
H 4.3160 -1.9200 -2.7606
C 1.0013 -0.8443 -2.6131
H 2.1665 -1.8585 -4.1171
H 2.0320 -2.7273 -2.5897
H 1.0666 0.1148 -3.1479
H 0.0632 -1.3142 -2.9274
C -1.9198 -0.3737 -1.2704
C 0.2908 2.4124 -2.2312
H -1.3119 2.4830 -0.7711
C 0.2059 3.9097 -2.5046
H 1.3432 2.0991 -2.2709
H -0.2495 1.8584 -3.0109
C 0.9372 4.7539 -1.4463
H 0.6272 4.1254 -3.4935
H -0.8508 4.2060 -2.5339
C 0.5398 4.3862 -0.0337
H 2.0194 4.6066 -1.5531
H 0.7335 5.8177 -1.6108
C 0.5277 2.8679 0.2112
H 1.2092 4.8447 0.7034
H -0.4705 4.7506 0.1986
H 1.5618 2.4766 0.2950
H -0.0331 2.7394 1.2367
C -1.9416 -1.9108 -1.2677
H -2.7466 -0.0715 -0.5952
C -3.3312 -2.4338 -1.6755
H -1.1957 -2.3222 -1.9647
H -1.7070 -2.2731 -0.2575
C -3.7935 -1.8763 -3.0183
H -3.3112 -3.5302 -1.7100
H -4.0286 -2.1471 -0.8787
C -3.6386 -0.3516 -3.1333
H -3.2137 -2.3517 -3.8203
H -4.8416 -2.1483 -3.1878
C -2.2726 0.1656 -2.6787
H -3.8327 -0.0411 -4.1676
H -4.4052 0.1285 -2.5130
H -1.5114 -0.1442 -3.4164
H -2.2854 1.2662 -2.6855
C 0.1060 -1.7642 2.7214
C -0.3143 -0.9356 3.6506
H 1.1355 -1.5530 2.2719
C -1.5941 -0.9911 4.4665
H 0.3496 -0.0626 3.9044
C -1.9768 -2.4351 4.6472
H -1.5197 -0.3788 5.3856
H -2.3276 -0.4654 3.7991
C -1.8846 -3.1702 3.2800
H -1.2349 -2.8950 5.3366
H -2.9930 -2.5004 5.0602
C -0.4655 -3.1080 2.6078
H -2.1428 -4.2226 3.4294
H -2.6274 -2.7264 2.5981
H 0.1742 -3.8267 3.1271
H -0.5339 -3.3414 1.5747
F 4.6116 1.9162 1.9486
Te 3.7315 0.5331 2.9090
F 4.5432 -0.7801 1.7933
F 2.9912 1.7806 4.1375
F 5.2455 0.3804 4.0501
F 2.9670 -0.8841 3.9332
O 2.2202 0.6439 1.8426
*
```

Output
Largest force on an atom   5.86 eV/Å
LUMO energy (spin up / spin down)   -0.441 / -3.836 eV
Calculated total energy   -2751.3440 a.u.
Orbital gap (spin up / spin down)   7.8 / 5.0 eV

***

The following is a DFT calculation (ωB97M-V/def2-TZVPD) of a structure of composition C25H45DyF3O3P2S in a non-equilibrium geometry.

Structure (ORCA input):
```
! wB97M-V def2-TZVPD RIJCOSX def2/J DEFGRID3
* xyz 1 6
Dy 0.2691 -0.3486 -1.4082
C 2.4880 -1.1482 0.7228
C 2.6437 -0.9111 -0.6869
C 2.6076 1.1239 0.4248
C 2.5299 0.0873 1.3901
C 2.6969 0.5258 -0.8637
C 2.5657 -2.4761 1.3789
H 2.2048 -3.2699 0.7153
H 1.9584 -2.5015 2.2945
H 3.6040 -2.7214 1.6577
C 2.6926 0.2567 2.8559
H 2.1583 -0.5273 3.4044
H 2.3185 1.2264 3.1928
H 3.7555 0.1853 3.1374
C 2.7921 2.5659 0.6931
H 3.8643 2.8267 0.7107
H 2.3579 2.8485 1.6593
H 2.3122 3.1726 -0.0839
C 2.8280 1.2351 -2.1698
H 3.8221 1.0574 -2.6083
H 2.7056 2.3182 -2.0377
H 2.0864 0.9166 -2.9387
C 3.1680 -1.9046 -1.6644
H 4.2475 -2.0683 -1.4937
H 3.0690 -1.5609 -2.7017
H 2.6788 -2.8829 -1.5643
C -1.7454 -1.5032 -1.0672
C -0.6176 -2.3319 -0.9002
C -0.2050 -3.3625 -1.9324
C 0.4140 -2.8122 -3.2759
C 0.4736 -1.3029 -3.4680
C -0.7086 -0.5419 -3.5353
C -2.0638 -1.2419 -3.6197
C -2.6936 -1.6009 -2.2376
H -1.0480 -4.0369 -2.1871
H -0.1349 -3.2788 -4.1139
H 0.5403 -4.0313 -1.4646
H -3.1561 -2.6049 -2.2855
H -2.1742 -0.9838 -0.1908
H -0.2374 -2.4912 0.1364
H -3.5432 -0.9186 -2.0608
H -2.7711 -0.6031 -4.1799
H -0.6883 0.4913 -3.9396
H -1.9925 -2.1635 -4.2235
H 1.4388 -3.2074 -3.3668
H 1.4090 -0.8844 -3.8835
P -1.7599 -2.7932 2.4625
C -1.0064 -2.0562 3.9576
H -1.7221 -2.1192 4.7854
H -0.7448 -1.0083 3.7491
H -0.0911 -2.6163 4.1912
C -3.4659 -2.1452 2.5789
H -3.8701 -2.4662 3.5442
H -4.0614 -2.5623 1.7572
H -3.4645 -1.0513 2.5072
C -2.0116 -4.5455 2.9409
H -2.3427 -5.0778 2.0389
H -2.7709 -4.5882 3.7278
H -1.0460 -4.9467 3.2710
P -1.8044 2.6856 -2.5929
C -1.0437 3.5627 -4.0016
H -1.7924 3.9352 -4.7112
H -0.3862 2.8414 -4.5080
H -0.4144 4.3818 -3.6279
C -3.4596 2.2213 -3.2086
H -3.3661 1.5001 -4.0301
H -4.0047 3.1124 -3.5430
H -4.0057 1.7234 -2.3942
C -2.1903 4.0315 -1.4329
H -2.8704 4.7566 -1.8978
H -1.2514 4.5110 -1.1340
H -2.6421 3.6219 -0.5216
F -2.7769 3.1763 2.3679
C -2.5456 1.9319 1.8905
F -2.9048 1.0463 2.8584
F -3.3610 1.7200 0.8172
S -0.7298 1.7226 1.4259
O -0.2970 3.0157 0.9621
O -0.1722 1.1276 2.6253
O -0.7157 0.7319 0.2819
*
```

Output
Largest force on an atom   10.66 eV/Å
LUMO energy (spin up / spin down)   -5.143 / -4.921 eV
Calculated total energy   -3470.5019 a.u.
Orbital gap (spin up / spin down)   4.9 / 5.1 eV